{
  "formula": "C36H45BaClIN9O5",
  "method": "ωB97M-V with the def2-TZVPD basis set",
  "de_lowest_kcal_mol": 33.9,
  "total_energy_ha": -3051.38146,
  "orbital_gap_ev": 7.5,
  "lumo_energy_ev": -0.8,
  "mol_weight_da": 983.499,
  "symbols": ["Ba", "C", "C", "N", "C", "C", "N", "C", "C", "C", "N", "C", "C", "N", "C", "H", "H", "H", "H", "H", "H", "H", "H", "H", "H", "H", "H", "H", "H", "H", "H", "H", "H", "H", "H", "H", "H", "H", "H", "C", "C", "C", "C", "C", "C", "N", "N", "C", "C", "C", "C", "C", "N", "H", "H", "H", "H", "H", "H", "H", "H", "H", "O", "C", "O", "C", "C", "C", "C", "C", "N", "H", "H", "H", "H", "Cl", "C", "C", "C", "C", "C", "C", "C", "O", "O", "H", "H", "H", "H", "N", "C", "O", "C", "I", "H", "H", "H", "H"],
  "coordinates": [[0.38939, 0.35762, -0.30806], [-3.18216, -0.39110, 2.99531], [-3.56819, 0.39985, 1.74902], [-2.47723, 1.21971, 1.23186], [-2.42945, 2.55487, 1.81665], [-1.39459, 3.41077, 1.10848], [-0.03539, 2.87422, 1.20969], [0.71085, 3.32688, 2.38540], [0.61274, 2.39451, 3.60194], [1.79958, 1.44154, 3.74405], [1.70492, 0.23689, 2.91537], [1.32619, -0.95768, 3.66043], [-0.17018, -1.09644, 3.86201], [-0.85496, -1.22037, 2.58701], [-2.26406, -1.58380, 2.72271], [-4.09974, -0.75936, 3.46335], [-2.70959, 0.27572, 3.72524], [-4.45589, 1.01311, 1.96421], [-3.86221, -0.31281, 0.97687], [-2.56460, 1.33013, 0.22616], [-2.19821, 2.47096, 2.88222], [-3.40267, 3.06432, 1.75093], [-1.45020, 4.43426, 1.50267], [-1.65276, 3.44814, 0.04925], [0.48689, 3.14242, 0.38293], [0.38533, 4.33597, 2.66903], [1.75891, 3.41060, 2.08689], [-0.29710, 1.79615, 3.51453], [0.52895, 2.99354, 4.51287], [1.90860, 1.15481, 4.79866], [2.71719, 1.97120, 3.47321], [2.58226, 0.06899, 2.44328], [1.81088, -0.98508, 4.64675], [1.68324, -1.83508, 3.11295], [-0.55739, -0.22668, 4.40295], [-0.34921, -1.96856, 4.51079], [-0.38108, -1.92443, 2.03060], [-2.39762, -2.32575, 3.52438], [-2.58183, -2.06605, 1.79309], [3.54346, -5.52074, 1.00241], [3.52503, -4.15694, 1.23625], [2.39138, -3.41968, 0.91696], [1.29393, -4.04726, 0.36155], [1.30522, -5.41739, 0.11630], [2.43221, -6.14892, 0.44011], [0.15800, -3.18503, 0.08008], [-0.70271, -3.74095, -0.60276], [-1.88353, -2.96519, -0.91824], [-2.98391, -3.73628, -1.25171], [-4.15365, -3.09566, -1.62108], [-4.15621, -1.71474, -1.67861], [-2.99377, -1.03974, -1.34475], [-1.87081, -1.63960, -0.94607], [4.42129, -6.10141, 1.25827], [4.38402, -3.65913, 1.66931], [2.37968, -2.34685, 1.05901], [0.43516, -5.89054, -0.31569], [2.44818, -7.21611, 0.25938], [-2.89854, -4.81435, -1.22389], [-5.03632, -3.66630, -1.88050], [-5.03033, -1.16060, -1.99152], [-2.96516, 0.04182, -1.40315], [3.94131, 2.42626, -1.74223], [2.86099, 1.88258, -1.57550], [2.15865, 1.86498, -0.48632], [2.30368, 1.07329, -2.74824], [2.40337, 1.56276, -4.04084], [2.02081, 0.73912, -5.08450], [1.57596, -0.54512, -4.80915], [1.47580, -0.93706, -3.48983], [1.81876, -0.14638, -2.46539], [2.80163, 2.55463, -4.20206], [2.08267, 1.08981, -6.10729], [1.28622, -1.22446, -5.59895], [1.09035, -1.91792, -3.23221], [-4.78498, 4.81255, -6.34033], [-3.78523, 3.82549, -5.30703], [-3.61232, 4.19034, -3.98297], [-2.80958, 3.40300, -3.16911], [-2.19945, 2.25877, -3.66774], [-2.39162, 1.90936, -4.99936], [-3.17855, 2.69405, -5.82897], [-1.34981, 1.38859, -2.77706], [-1.02316, 0.26317, -3.17541], [-1.05280, 1.86488, -1.62060], [-4.09502, 5.08012, -3.60213], [-2.64308, 3.67808, -2.13568], [-1.91539, 1.01034, -5.37029], [-3.32848, 2.43585, -6.86855], [4.34016, 1.42602, 1.10329], [4.48911, 0.09083, 0.96613], [3.58944, -0.62373, 0.55960], [5.80759, -0.50252, 1.40268], [5.65487, -1.06349, 3.45996], [3.55072, 1.83638, 0.60513], [5.16113, 1.99818, 1.19992], [6.64712, 0.18227, 1.33410], [5.99688, -1.41340, 0.84947]],
  "atomic_forces_ev_per_a": [[-1.741, -2.163, 2.281], [0.063, 0.049, 0.051], [0.153, -0.012, 0.054], [-0.089, 0.099, -0.239], [0.074, -0.149, 0.062], [0.139, -0.105, 0.022], [-0.005, 0.228, -0.131], [-0.011, -0.119, -0.050], [-0.040, -0.087, -0.132], [0.021, -0.051, -0.008], [0.025, 0.050, -0.084], [0.056, 0.021, -0.089], [-0.046, 0.085, -0.042], [-0.071, -0.104, -0.097], [0.067, 0.090, -0.049], [0.004, -0.005, 0.000], [-0.045, -0.033, -0.013], [-0.015, 0.029, 0.031], [-0.029, -0.010, -0.034], [-0.072, 0.063, 0.019], [0.002, -0.002, -0.013], [-0.065, 0.021, -0.011], [0.000, 0.035, 0.024], [0.009, 0.007, -0.012], [-0.030, 0.141, 0.023], [-0.027, 0.038, 0.011], [0.017, 0.005, 0.033], [0.018, 0.059, 0.049], [0.038, 0.010, -0.001], [-0.008, -0.021, 0.023], [-0.008, 0.019, 0.016], [-0.025, 0.008, 0.087], [0.039, -0.011, 0.034], [-0.003, 0.020, -0.001], [0.005, -0.011, -0.025], [-0.015, -0.040, 0.027], [-0.046, -0.046, 0.011], [-0.005, -0.030, 0.037], [0.007, 0.010, 0.001], [-0.023, -0.065, -0.007], [-0.045, 0.053, -0.016], [0.115, 0.168, 0.046], [-0.350, 0.366, -0.043], [-0.080, -0.063, -0.010], [0.042, 0.025, 0.028], [0.492, -0.280, -0.046], [-0.594, 0.179, -0.087], [0.381, -0.193, 0.021], [-0.134, -0.173, -0.050], [-0.015, -0.112, -0.010], [-0.017, 0.028, -0.015], [0.182, 0.092, 0.106], [-0.040, -0.106, -0.004], [-0.028, -0.002, -0.017], [-0.025, 0.000, -0.011], [0.017, -0.092, 0.011], [0.005, -0.009, 0.000], [0.005, 0.012, 0.003], [-0.004, 0.040, -0.002], [0.019, 0.009, 0.008], [0.008, 0.003, 0.012], [0.035, -0.038, -0.006], [-0.072, 0.186, 0.085], [-0.191, -0.125, -0.032], [1.605, 1.318, -0.886], [0.169, -0.218, 0.137], [0.025, -0.086, -0.040], [0.005, 0.027, -0.074], [0.015, 0.021, -0.040], [0.102, 0.166, 0.243], [0.584, 0.053, -0.888], [0.010, -0.021, -0.006], [-0.002, -0.005, 0.007], [-0.007, 0.020, 0.002], [0.003, 0.038, 0.018], [0.046, -0.050, 0.045], [-0.019, 0.025, -0.045], [0.026, -0.007, 0.057], [-0.021, 0.083, -0.047], [-0.014, 0.079, -0.038], [-0.039, -0.005, -0.031], [0.015, -0.050, -0.001], [0.064, 0.138, 0.360], [-0.025, 0.104, 0.033], [-0.747, 0.391, -0.810], [0.008, -0.009, 0.003], [0.002, -0.019, -0.020], [-0.007, 0.027, 0.007], [0.006, -0.005, 0.011], [0.565, -0.322, 0.217], [0.179, 0.762, 0.014], [-0.337, -0.479, -0.085], [0.023, 0.028, 0.071], [-0.028, -0.023, 0.011], [-0.254, 0.061, -0.034], [0.037, -0.004, 0.049], [-0.027, 0.007, -0.027], [0.016, -0.034, -0.043]]
}